[1]
{"formula": "C25H26N9O2SSbSn", "method": "the ωB97M-V functional and the def2-TZVPD basis", "energy_ha": -2463.7492, "e_above_lowest_kj_mol": 5.51, "orbital_gap_ev": 8.9, "lumo_ev": -4.938, "multiplicity": 1, "total_charge": 2, "elements": ["Sn", "N", "C", "C", "N", "C", "C", "N", "C", "C", "N", "H", "H", "H", "H", "H", "H", "N", "N", "C", "N", "N", "N", "O", "O", "H", "H", "H", "H", "H", "S", "Sb", "C", "C", "C", "C", "C", "C", "C", "C", "C", "C", "C", "C", "C", "C", "C", "C", "C", "C", "H", "H", "H", "H", "H", "H", "H", "H", "H", "H", "H", "H", "H", "H", "H"], "coordinates": [[0.30847, 1.44831, 1.40144], [0.60750, 5.82559, 0.84692], [-0.72341, 5.90199, 1.19065], [-1.11924, 4.62925, 1.45287], [-0.04958, 3.78424, 1.27755], [0.97511, 4.53278, 0.90812], [2.25451, 3.91565, 0.62627], [2.38191, 2.60813, 0.72687], [3.67830, 2.31464, 0.38939], [4.33633, 3.46654, 0.08877], [3.41792, 4.47795, 0.24345], [1.18304, 6.61176, 0.59247], [-1.25600, 6.83582, 1.21247], [-2.09020, 4.27113, 1.74662], [4.05732, 1.30740, 0.39035], [5.34988, 3.65557, -0.21658], [3.60603, 5.45604, 0.09539], [0.01869, 0.47751, 5.66125], [-0.83123, -0.61954, 5.77933], [-1.48276, -1.14056, 4.72182], [-2.30294, -2.15692, 4.96568], [-1.23098, -0.55275, 3.53941], [-1.84086, -1.01204, 2.44368], [-1.67649, -0.30991, 1.42953], [-2.49617, -2.04527, 2.38318], [0.95353, 0.21805, 5.95026], [-0.31993, 1.23605, 6.24014], [-0.98471, -1.03499, 6.68651], [-2.46697, -2.47901, 5.90445], [-2.76924, -2.59449, 4.18675], [-0.53560, 1.62502, -0.97727], [-0.48937, -0.61970, -1.65172], [-2.33528, -1.50921, -2.06209], [-3.37985, -1.54038, -1.14458], [-4.56378, -2.16894, -1.49702], [-4.70016, -2.75420, -2.74891], [-3.65554, -2.71532, -3.66036], [-2.46468, -2.08833, -3.32299], [0.60900, -1.70217, -0.22954], [0.04493, -2.75979, 0.47131], [0.80061, -3.42529, 1.42469], [2.11045, -3.03629, 1.67388], [2.67696, -1.98405, 0.96600], [1.92653, -1.31285, 0.00874], [0.63428, -0.67065, -3.41281], [1.42996, -1.78063, -3.68025], [2.13718, -1.83984, -4.87221], [2.04415, -0.79851, -5.78541], [1.25027, 0.30746, -5.51377], [0.54183, 0.37689, -4.32381], [-3.27266, -1.08735, -0.16958], [-5.38321, -2.19965, -0.79168], [-5.62823, -3.24159, -3.01615], [-3.76621, -3.16839, -4.63608], [-1.65460, -2.05406, -4.04149], [-0.97978, -3.06175, 0.28442], [0.36926, -4.25621, 1.96720], [2.69792, -3.56576, 2.41219], [3.70632, -1.70429, 1.14796], [2.37376, -0.50789, -0.56868], [1.50569, -2.59647, -2.96984], [2.75841, -2.69846, -5.08805], [2.59403, -0.84940, -6.71560], [1.18143, 1.11461, -6.23043], [-0.07184, 1.24453, -4.11106]], "atomic_forces_ev_per_a": [[0.2, -0.1, 0.2], [-0.1, -0.1, 0.0], [0.0, 0.0, 0.0], [0.0, 0.0, 0.0], [0.0, 0.0, -0.1], [-0.1, 0.1, 0.0], [0.1, 0.0, 0.0], [-0.1, 0.0, -0.2], [0.0, 0.0, 0.0], [0.0, 0.0, 0.0], [0.0, 0.0, 0.0], [0.0, 0.0, 0.0], [0.0, 0.0, 0.0], [0.0, 0.0, 0.0], [0.0, 0.0, 0.0], [0.0, 0.0, 0.0], [0.0, 0.0, 0.0], [0.0, 0.0, 0.0], [0.0, 0.0, 0.0], [0.1, 0.1, -0.1], [0.0, 0.0, -0.1], [-0.1, 0.1, 0.0], [0.0, 0.0, 0.2], [-0.1, 0.0, -0.1], [0.0, 0.0, 0.0], [0.0, 0.0, 0.0], [0.0, 0.0, 0.0], [0.0, 0.0, 0.0], [0.0, 0.0, 0.0], [0.0, 0.0, 0.0], [0.0, -0.1, -0.1], [0.0, 0.0, 0.1], [0.0, 0.0, -0.1], [0.0, 0.0, 0.1], [0.0, 0.0, 0.0], [0.0, 0.0, 0.0], [0.0, 0.0, 0.0], [0.0, 0.0, 0.0], [0.1, 0.1, -0.1], [-0.1, 0.0, -0.1], [0.1, 0.0, 0.1], [0.0, 0.0, 0.0], [0.0, 0.0, 0.0], [0.0, 0.0, 0.0], [0.0, 0.0, 0.0], [0.0, 0.0, 0.0], [0.0, 0.0, 0.0], [0.0, 0.0, 0.0], [0.0, 0.0, 0.0], [0.0, 0.0, 0.0], [0.0, 0.0, 0.0], [0.0, 0.0, 0.0], [0.0, 0.0, 0.0], [0.0, 0.0, 0.0], [0.0, 0.0, 0.0], [0.0, 0.0, 0.0], [0.0, 0.0, 0.0], [0.0, 0.0, 0.0], [0.0, 0.0, 0.0], [0.0, 0.0, 0.0], [0.0, 0.0, 0.0], [0.0, 0.0, 0.0], [0.0, 0.0, 0.0], [0.0, 0.0, 0.0], [0.0, 0.0, 0.0]]}

=====

[2]
{"formula": "C25H27AsCl5IIrPS6Sb", "method": "the ωB97M-V functional and the def2-TZVPD basis", "energy_ha": -8878.5286, "e_above_lowest_kj_mol": 21.43, "s2": 0.7547, "orbital_gap_ev": [5.8, 5.8], "lumo_ev": [3.598, 3.578], "multiplicity": 2, "total_charge": -2, "elements": ["Ir", "S", "Sb", "S", "S", "S", "I", "C", "H", "H", "C", "C", "As", "C", "C", "C", "C", "H", "H", "H", "H", "H", "H", "H", "H", "H", "H", "H", "H", "H", "H", "H", "S", "P", "S", "C", "C", "C", "C", "C", "C", "C", "C", "C", "C", "C", "C", "H", "H", "H", "H", "H", "H", "H", "H", "H", "H", "Cl", "C", "C", "C", "Cl", "C", "Cl", "C", "Cl", "C", "Cl"], "coordinates": [[-0.03163, 0.18754, 0.49830], [0.14102, -1.45781, 8.34547], [1.52213, -0.97092, 6.60921], [-0.97673, -0.77854, 3.94099], [-0.93467, 0.77689, 2.54254], [2.37590, -2.89430, 5.72901], [1.65901, -1.52652, -2.56924], [1.32700, 0.10223, -1.06035], [1.21811, 0.91197, -1.77028], [2.34797, 0.13356, -0.67239], [-2.23765, -0.22082, -2.80274], [-2.10276, -1.56678, -2.10801], [-1.58182, -1.45028, -0.22715], [-3.28848, -1.01123, 0.62914], [-4.35136, -2.10182, 0.61703], [-1.44111, -3.37198, 0.14981], [-0.22655, -4.05205, -0.46546], [-2.46247, -0.35524, -3.86368], [-1.31495, 0.35326, -2.71967], [-3.03017, 0.38703, -2.36189], [-1.34351, -2.17687, -2.59545], [-3.04033, -2.13126, -2.11578], [-3.63618, -0.10857, 0.12046], [-3.02703, -0.70953, 1.64163], [-4.57241, -2.44781, -0.39581], [-5.28547, -1.73025, 1.04541], [-4.04470, -2.96584, 1.21068], [-2.36196, -3.83086, -0.21954], [-1.44272, -3.46990, 1.23602], [-0.27554, -4.05339, -1.55441], [-0.15021, -5.08834, -0.12632], [0.69746, -3.54204, -0.20301], [-0.37947, 5.43025, 0.40107], [0.16636, 3.82208, -0.58604], [-1.04156, 2.17038, -0.41548], [1.86508, 3.34322, -0.12695], [2.96989, 3.69666, -0.89410], [4.24936, 3.34648, -0.48160], [4.43546, 2.65850, 0.70862], [3.33987, 2.34220, 1.50096], [2.06286, 2.69066, 1.08838], [0.22731, 4.18455, -2.39034], [-0.41978, 5.31709, -2.86984], [-0.46554, 5.58198, -4.23306], [0.14847, 4.72356, -5.13197], [0.80902, 3.59574, -4.66082], [0.84204, 3.32693, -3.30155], [2.83459, 4.23513, -1.82311], [5.10155, 3.60755, -1.09742], [5.43255, 2.37618, 1.02362], [3.47247, 1.82214, 2.44178], [1.21606, 2.45914, 1.72471], [-0.88258, 5.98713, -2.15570], [-0.98230, 6.46477, -4.59050], [0.11527, 4.93042, -6.19508], [1.29291, 2.91482, -5.35019], [1.36023, 2.44418, -2.95684], [1.78594, -1.06487, 2.14644], [0.91791, -2.45057, 2.70559], [-0.27549, -2.29253, 3.39861], [-0.93022, -3.46126, 3.81738], [-2.45877, -3.36907, 4.61891], [-0.39806, -4.72301, 3.57112], [-1.23827, -6.13967, 4.08121], [0.80203, -4.84756, 2.88418], [1.46957, -6.40448, 2.56996], [1.46020, -3.70629, 2.45119], [2.96685, -3.85196, 1.64235]], "atomic_forces_ev_per_a": [[0.6, -0.5, -0.5], [0.0, 0.0, 0.0], [0.0, -0.1, 0.1], [-0.1, 0.1, 0.1], [-0.3, 0.2, 0.3], [0.0, 0.0, 0.0], [-0.1, 0.0, 0.1], [0.1, 0.1, 0.0], [0.0, 0.1, 0.0], [0.0, 0.0, 0.0], [0.0, 0.0, 0.0], [0.0, 0.0, 0.0], [-0.1, -0.1, 0.1], [0.0, -0.1, -0.1], [0.0, 0.0, 0.0], [0.0, 0.0, 0.0], [0.0, 0.0, 0.0], [0.0, 0.0, 0.0], [0.0, 0.0, 0.0], [0.0, 0.0, 0.0], [0.0, 0.0, 0.0], [0.0, 0.0, -0.1], [0.0, 0.0, 0.0], [0.0, 0.0, 0.1], [0.0, 0.0, 0.0], [0.0, 0.0, 0.0], [0.0, 0.0, 0.0], [0.0, 0.0, 0.0], [0.0, 0.0, 0.0], [0.0, 0.0, 0.0], [0.0, 0.0, 0.0], [0.1, 0.0, 0.0], [0.0, 0.0, 0.0], [0.0, -0.1, 0.1], [-0.1, 0.1, -0.1], [0.1, 0.1, -0.1], [0.0, -0.1, 0.0], [0.0, 0.0, 0.0], [0.0, 0.0, 0.0], [0.0, 0.0, 0.0], [0.0, 0.0, 0.1], [0.0, 0.0, 0.0], [0.0, 0.0, 0.0], [0.0, 0.0, 0.0], [0.0, 0.0, 0.0], [0.0, 0.0, 0.0], [0.0, 0.0, 0.0], [0.0, 0.0, 0.0], [0.0, 0.0, 0.0], [0.0, 0.0, 0.0], [0.0, 0.0, 0.0], [0.0, 0.0, 0.0], [0.0, 0.0, 0.0], [0.0, 0.0, 0.0], [0.0, 0.0, 0.0], [0.0, 0.0, 0.0], [0.0, -0.1, 0.0], [-0.1, 0.0, 0.1], [0.3, 0.0, -0.2], [-0.3, 0.1, 0.0], [-0.1, -0.3, 0.0], [0.1, 0.1, 0.0], [-0.1, 0.1, 0.0], [0.0, 0.0, 0.0], [0.1, 0.0, 0.0], [0.0, 0.0, 0.0], [0.0, 0.0, 0.0], [0.0, 0.0, -0.1]]}

=====

Q: Among the records above, which one has the highest multiplicity?
A: C25H27AsCl5IIrPS6Sb

=====

Q: What is the formula in the first record?
A: C25H26N9O2SSbSn

=====

Q: Among the records above, which one has the lowest multiplicity?
A: C25H26N9O2SSbSn

=====

Q: Look up the multiplicity of the first one.
A: 1